# 1
The following is a quantum chemistry calculation of a gas-phase ion, C8H12N3 (charge +1) at a distorted geometry, from the OMol25 dataset.

Atoms and positions in Å:
C: -3.47392 -1.51872 -0.34614
C: -2.73524 -0.22265 -0.37126
C: -1.42608 0.11070 -0.23847
C: -1.10110 1.46673 -0.26341
N: -0.82602 2.59384 -0.28901
N: -0.19380 -0.91146 -0.19000
C: -0.24893 -2.21506 0.45048
C: 0.89465 -0.19529 -0.10345
C: 1.95172 0.30152 -0.40864
N: 3.15596 1.07581 -0.31581
C: 3.01830 2.41332 0.50698
H: -2.83017 -2.31628 -0.35395
H: -4.04364 -1.63174 0.51233
H: -4.25730 -1.55373 -1.08154
H: -3.44458 0.61746 -0.37658
H: -1.17262 -2.70509 0.25850
H: 0.65253 -2.68029 0.21152
H: -0.25693 -2.05394 1.66750
H: 3.32462 1.25749 -1.42913
H: 3.93358 0.46033 0.00705
H: 2.37744 3.14237 -0.00438
H: 2.63516 1.95023 1.44573
H: 4.06637 2.61447 0.71169

The charge is +1. Its gap between HOMO and LUMO is 0.3180 hartree. As for the SMILES: C/C=C(/C#N)N(C)C#C[NH2+]C. As for the total energy: -475.85209 a.u.

# 2
The following is a quantum chemistry calculation of a single C8H12N4 molecule at a distorted geometry, from the OMol25 dataset.

Atoms and positions in Å:
C: 1.41159 -0.55272 -0.86829
C: 0.20103 -0.23916 0.02591
C: -0.96658 0.00313 -0.85174
N: -1.87941 0.26497 -1.51221
N: 0.00033 -1.49887 0.73656
C: -1.06424 -1.42196 1.79340
C: -0.71527 -0.37234 2.83010
N: -0.55406 0.93390 2.15826
C: 0.44013 0.98699 1.03586
C: 0.30978 2.37724 0.39943
C: 1.80230 0.91589 1.62618
N: 2.88196 0.70280 2.04596
H: 2.24400 -0.92041 -0.28602
H: 1.15848 -1.34090 -1.58029
H: 1.72232 0.31244 -1.45049
H: 0.85913 -1.79537 1.21141
H: -2.05546 -1.15482 1.34720
H: -1.23399 -2.38598 2.26794
H: -1.46130 -0.34714 3.61749
H: 0.29060 -0.65627 3.24285
H: -0.32376 1.65128 2.84000
H: -0.71109 2.55623 0.03471
H: 0.53607 3.18275 1.12045
H: 1.01004 2.43937 -0.44454

Its gap between HOMO and LUMO is 0.3863 hartree. As for the SMILES: C[C@@]1(C#N)NCCN[C@@]1(C)C#N. As for the total energy: -531.02975 a.u.

# 3
The following is a quantum chemistry calculation of a molecular structure, C8H12N4 at a distorted geometry, from the OMol25 dataset.

Atoms and positions in Å:
C: -0.14491 1.16624 -1.04781
C: 0.43429 1.26687 0.32138
N: 0.81537 1.28222 1.43051
H: 0.62685 0.94607 -1.78539
H: -0.64301 2.11658 -1.23980
H: -0.79808 0.29530 -1.10202
C: 2.92566 1.27729 0.31347
C: 3.28868 0.03557 1.02189
N: 3.58549 -0.98031 1.56473
H: 2.30650 1.05766 -0.55630
H: 3.78679 1.86204 -0.01001
H: 2.40676 1.89958 1.04257
C: -3.59190 -1.23086 -1.26086
C: -2.64753 -0.04082 -1.43891
N: -1.95493 0.88519 -1.54288
H: -4.33832 -1.21002 -2.05492
H: -4.02721 -1.30307 -0.26417
H: -3.05442 -2.15840 -1.45807
C: 0.22745 -0.85896 0.94068
C: 0.17037 -1.80128 2.04525
N: 0.19115 -2.60485 2.89849
H: -0.26260 -0.01254 1.42184
H: -0.52113 -1.21574 0.23327
H: 1.21880 -0.67371 0.52714

Its gap between HOMO and LUMO is 0.3473 hartree. As for the total energy: -530.71876 a.u.

# 4
The following is a quantum chemistry calculation of a gas-phase ion, C8H12N4 (charge +2) at a distorted geometry, from the OMol25 dataset.

Atoms and positions in Å:
C: -2.04490 -0.43096 1.97641
C: -0.88614 -0.24985 1.08780
C: 0.36041 -0.87209 1.55815
C: 1.58570 -1.15939 0.99471
C: 2.09120 -0.67017 -0.19378
C: 2.98398 -0.22451 -1.13180
N: 3.90561 0.07441 -1.99036
N: 1.71918 0.41942 -1.07868
C: 0.71648 1.08512 -1.50138
N: -0.55208 1.02624 -1.08141
N: -1.27416 0.33857 -0.07931
C: -2.75094 0.48011 -0.17727
H: -2.70430 -1.38714 1.73140
H: -2.68896 0.40259 2.24258
H: -1.59394 -0.68118 3.06658
H: 0.40657 -1.28995 2.57531
H: 2.15935 -1.77521 1.57654
H: 4.65253 -0.56065 -2.22127
H: 3.93338 0.95065 -2.48796
H: 0.79453 1.79024 -2.22745
H: -1.30514 1.29715 -1.67409
H: -2.97608 0.71304 -1.32041
H: -3.17015 -0.42760 -0.02537
H: -3.36213 1.15117 0.38107

The charge is +2. Its gap between HOMO and LUMO is 0.2889 hartree. As for the SMILES: Cc1ccc2c(N)n-2c[nH+][n+]1C. As for the total energy: -530.22781 a.u.

# 5
The following is a quantum chemistry calculation of a single C8H12N4O3 molecule at a distorted geometry, from the OMol25 dataset.

Atoms and positions in Å:
N: -2.36095 -1.59146 1.63938
C: -2.05747 -0.18195 2.13536
C: -1.62373 0.88856 1.09404
O: -1.81894 2.06853 1.12997
N: -0.68481 0.36413 0.20083
C: -0.07810 1.09847 -0.85068
C: 1.04655 0.40631 -1.68100
C: 1.76234 -0.59005 -0.76282
C: 2.97067 -0.25915 -0.19698
N: 3.08447 -1.27667 0.86596
C: 1.98199 -2.08631 0.82448
N: 1.16348 -1.68475 -0.08669
C: -1.23102 1.53205 -1.90190
O: -2.40228 1.27818 -1.80746
O: -0.77011 2.18439 -2.93839
H: -2.88154 -1.64627 0.82843
H: -1.44077 -1.97268 1.47131
H: -1.39622 -0.28825 2.99401
H: -2.88468 0.47535 2.50180
H: -0.77308 -0.64565 0.03470
H: 0.24227 2.02668 -0.38063
H: 0.52681 -0.03632 -2.48004
H: 1.72645 1.14623 -2.04586
H: 3.64458 0.58544 -0.26849
H: 3.88540 -1.32172 1.58074
H: 1.91960 -2.79490 1.55698
H: -1.55090 2.32182 -3.45708

Its gap between HOMO and LUMO is 0.3570 hartree. As for the SMILES: NCC(=O)N[C@@H](Cc1c[nH]cn1)C(=O)O. As for the total energy: -756.78121 a.u.

# 6
The following is a quantum chemistry calculation of a gas-phase ion, C8H12NO2 (charge +1) at a distorted geometry, from the OMol25 dataset.

Atoms and positions in Å:
C: 1.37306 -2.68591 2.37822
C: 0.59269 -1.59775 1.78096
N: -0.28330 -0.93243 2.54348
C: 0.92023 -1.41810 0.45384
C: 0.52246 -0.63746 -0.63395
C: -0.49444 0.25211 -1.08860
C: -1.69401 0.83541 -0.67044
O: -2.24535 1.60796 -1.58684
C: -1.25040 1.65956 -2.70861
C: -0.83682 3.22176 -2.82553
O: -0.20945 0.83694 -2.31218
H: 1.82962 -3.29480 1.49137
H: 0.85824 -3.37706 3.06347
H: 2.24413 -2.17718 2.96740
H: 0.06187 -0.96741 3.49122
H: -0.76151 -0.14886 2.18095
H: 1.60605 -2.24738 0.02309
H: 1.04499 -0.90422 -1.47853
H: -2.39915 0.59701 0.16575
H: -1.72103 1.43875 -3.63580
H: -1.57596 3.60543 -3.59312
H: 0.19316 3.32678 -3.17867
H: -1.03255 3.77084 -1.77781

The charge is +1. Its gap between HOMO and LUMO (spin up / spin down) is 0.2437 / 0.2437 hartree. As for the SMILES: CC(=[NH2+])/C=C\C1=CO[C@@H](C)O1. As for the total energy: -516.91610 a.u.